# C3H3N3O

A 2-piece molecular cluster, C3H3N3O overall in a non-equilibrium geometry (ωB97M-V with the def2-TZVPD basis set, OMol25).

Calculated values
- gap between HOMO and LUMO (eV) = 9.97
- DFT total energy (hartree) = -355.510042
- lowest unoccupied orbital energy (eV) = -1.021
- ΔE to the lowest compared entry with this formula, charge and spin (eV) = 3.5332
- HOMO level (eV) = -10.99
- molar mass (g mol⁻¹) = 97.08

ORCA input file:
```
! wB97M-V def2-TZVPD RIJCOSX def2/J DEFGRID3
* xyz 0 1
C 0.11 0.71 -2.28
C 1.49 1.84 -0.30
C 0.90 0.52 -0.34
N -0.08 0.74 -3.41
N 1.86 2.91 -0.43
N -0.20 0.44 0.58
O 1.63 -0.60 -0.42
H -0.93 -0.16 0.32
H -0.60 1.30 1.00
H 1.34 -1.36 -0.87
*
```

Formally, the natural (NBO) partial charges of the atoms, in units of the elementary charge, are as follows: C 0.05; C 0.18; C 0.51; N -0.43; N -0.19; N -0.79; O -0.67; H 0.40; H 0.41; H 0.53